Below is the molecule C5H6O, with properties calculated with ωB97M-V with the def2-TZVPD basis set.

Structure (XYZ):
```
12
Properties=species:S:1:pos:R:3
C 0.06 -2.36 -1.15
C -0.44 -1.50 -0.48
C -0.99 -0.54 0.41
O -1.47 0.71 -0.06
C -0.26 0.74 0.69
C 0.93 1.37 0.01
H 0.48 -3.09 -1.77
H -1.67 -1.00 1.13
H -0.31 1.02 1.72
H 0.93 1.02 -1.01
H 1.89 1.15 0.49
H 0.87 2.48 0.01
```

Calculated values
**Energy above the lowest of the compared OMol25 structures with the same formula, charge and spin**: 2.927 eV
**DFT total energy**: -7326.3575 eV
**2S+1**: 1
**Kohn-Sham gap**: 0.398 Eh
**SMILES string**: C#C[C@@H]1O[C@@H]1C